# C9H8O3P

C9H8O3P as an isolated structure in a non-equilibrium geometry (the ωB97M-V functional and the def2-TZVPD basis, the Open Molecules 2025 dataset).

Results
Total charge: +1
ΔE to the lowest compared entry with this formula, charge and spin (kJ/mol): 0.0
HOMO energy (eV): -12.49
Orbital gap (eV): 6.6
Calculated total energy (eV): -24886.3126

Element x y z (Å)
1 C 0.4079 -3.0628 2.2841
2 H -2.0003 3.6986 -3.0292
3 H -2.4517 2.7785 -0.9474
4 O 1.7034 -0.8773 0.5210
5 C 0.8732 0.8755 -1.4687
6 H -0.4404 -3.1098 1.6097
7 C -0.7761 2.4364 -2.2531
8 C -1.5219 2.2446 -1.0772
9 C 0.6398 -0.2100 0.6779
10 H 0.3545 -5.1076 2.8409
11 H 1.7982 0.3333 -1.5933
12 O -1.1609 3.2531 -3.2203
13 O 0.0503 -0.4627 1.8473
14 H -1.6461 1.2465 0.8042
15 P 1.2114 -1.5016 2.5747
16 C 0.1271 0.6892 -0.2823
17 C -1.0797 1.3895 -0.1014
18 H 1.6622 -4.1047 3.6373
19 C 0.8288 -4.1443 2.9510
20 H 0.9880 1.8981 -3.3424
21 C 0.4323 1.7376 -2.4328